(1)
DFT (the ωB97M-V functional and the def2-TZVPD basis) results for a molecular structure, C11H37N2O8Zr.

```
59
Properties=species:S:1:pos:R:3:forces:R:3
Zr -1.150 2.354 -3.418 2.70 -5.19 6.01
O -0.709 3.376 -1.352 -0.70 -0.23 -1.43
O 1.027 2.866 -3.583 -0.10 0.41 -0.53
O -0.444 2.186 1.003 0.34 -0.65 0.03
O -3.740 -1.542 0.677 0.12 0.20 0.67
O -4.465 -3.858 -1.236 0.30 0.36 -0.39
O -0.315 0.799 -2.362 -2.32 3.62 -2.72
O -2.481 0.523 -3.814 -0.14 0.85 -0.69
O 2.994 -2.024 1.488 -0.16 -1.45 0.51
N -2.680 0.956 -0.007 0.73 -0.06 0.43
N 5.624 0.483 1.469 1.52 0.95 -0.83
C 0.835 2.285 1.657 0.13 0.95 0.08
C -1.452 1.816 1.946 -1.48 1.12 0.19
C 5.619 -1.619 0.190 0.29 0.67 -0.49
C 2.143 -1.855 0.392 1.58 1.49 -0.09
C -3.904 1.377 2.122 -0.58 1.33 0.55
C -2.786 1.833 1.208 -0.20 -1.02 -1.06
C 3.768 -0.928 1.840 -0.60 1.01 -1.17
C -3.794 -3.915 0.016 -0.72 0.40 0.04
C 0.272 -0.485 -2.375 1.40 -0.69 -0.46
C 4.782 -0.449 0.745 0.56 -0.55 1.20
C -2.978 -2.661 0.264 0.21 -0.66 -1.28
H -4.908 1.357 1.696 0.27 -0.22 -0.58
H 1.566 -0.928 0.558 -0.64 -0.34 -0.01
H -4.609 -1.540 0.257 0.04 -0.31 -0.03
H 4.260 0.146 -0.006 0.05 -0.19 -0.23
H -2.500 -2.397 -0.695 0.06 -0.17 -0.03
H 1.308 -0.396 -2.031 -0.12 0.15 0.23
H -0.086 4.062 -1.063 -0.18 0.10 -0.08
H -1.680 0.823 -0.160 -0.16 -0.16 -0.17
H -3.047 0.009 0.255 -0.10 0.53 -0.52
H 1.122 1.361 2.154 -0.19 -0.06 0.01
H 5.235 -2.101 -0.710 -0.52 -0.32 0.39
H 1.519 3.590 -3.153 -0.13 -0.01 -0.09
H -3.303 0.404 -4.330 0.10 0.08 0.06
H 0.767 3.116 2.364 0.12 -0.27 0.28
H -0.203 -1.235 -1.741 -0.50 0.39 0.10
H -2.978 2.850 0.843 -0.04 0.02 0.23
H -2.159 -2.935 0.929 -0.31 0.63 0.64
H -1.558 2.601 2.706 0.42 -0.13 0.10
H -4.568 -3.994 0.783 0.40 -0.29 0.38
H -4.021 2.204 2.834 0.12 -0.41 0.41
H 2.801 -1.593 -0.453 -0.36 -0.36 -0.41
H -0.952 2.877 -0.508 0.51 -0.12 0.23
H -5.401 -3.678 -1.116 -0.04 -0.25 0.07
H 0.379 -0.879 -3.391 -0.41 0.03 -0.05
H -2.266 -0.356 -3.451 0.10 0.23 0.18
H -3.736 0.440 2.645 0.25 -0.02 -0.05
H 3.085 -0.071 1.959 0.15 0.08 0.40
H 6.423 0.095 1.978 -0.85 -0.77 0.49
H 6.197 1.016 0.807 -0.79 0.45 -0.06
H 6.561 -1.199 -0.175 0.09 -0.04 0.23
H -1.328 0.862 2.464 0.59 -0.10 -0.39
H -3.124 -4.773 0.033 -0.15 -0.14 -0.04
H 5.836 -2.305 1.004 -0.04 -0.29 -0.21
H 1.618 2.573 0.954 -0.22 -0.24 -0.32
H 1.700 2.344 -4.060 -0.16 0.02 -0.01
H 1.583 -2.756 0.181 -0.18 -0.04 0.24
H 4.300 -1.109 2.767 -0.07 -0.32 0.03
```
Positions in Å, forces in eV/Å.

The calculation puts the HOMO-LUMO gap at 1.79 eV. The HOMO energy is -15.592 eV. As for the total charge: +3.

(2)
DFT (the ωB97M-V functional and the def2-TZVPD basis) results for 8 unconnected molecules or ions with the total composition C11H37NO8.

```
57
Properties=species:S:1:pos:R:3:forces:R:3
O -3.835 3.164 2.608 0.04 0.49 0.00
O -3.960 0.348 1.929 1.49 0.42 0.11
O 0.427 2.679 2.061 -0.30 2.04 -1.32
O -1.302 4.421 3.644 0.21 0.09 0.63
O 3.161 2.305 2.287 -0.13 -0.08 -0.13
O 0.761 -0.474 -0.965 0.70 0.55 -1.83
O -0.414 4.618 0.124 -0.22 0.22 -0.44
O -0.329 2.814 6.264 0.27 -0.42 0.18
N 0.963 -1.190 -2.136 0.13 -1.79 2.45
C 3.187 -2.015 -1.267 -0.74 0.83 -1.77
C 2.952 -0.072 -2.969 0.37 -0.05 1.88
C 0.131 -3.096 -3.490 -0.85 -0.63 -0.23
C -1.447 -1.528 -2.335 -0.26 0.23 0.65
C -0.082 -3.149 -1.040 0.72 -0.63 1.94
C 1.518 -3.592 -3.761 0.20 1.10 -0.46
C -0.074 -2.239 -2.230 -1.99 -0.29 -2.25
C 0.023 1.457 2.489 -0.05 -1.88 0.83
C 2.498 -2.426 -3.744 0.39 -0.06 1.29
C -5.289 0.264 2.294 -2.32 -0.53 -0.67
C 2.384 -1.449 -2.480 0.07 0.86 -2.72
H -5.881 1.062 1.847 0.45 0.44 0.09
H -2.137 4.375 3.179 -0.47 -0.17 -0.15
H -4.606 3.216 3.173 -0.17 0.15 0.17
H 0.356 0.647 1.840 0.37 -0.28 -0.32
H 0.469 1.298 3.471 -0.49 -0.50 0.32
H -0.670 4.027 3.043 0.32 -0.07 -0.29
H -2.298 -2.204 -2.417 0.44 -0.55 -0.44
H 2.994 -1.399 -0.388 0.13 -0.60 0.22
H -0.770 -3.993 -1.086 -0.07 0.16 -0.85
H 2.241 0.528 -3.538 0.27 -0.31 -0.31
H -0.361 -2.631 -4.345 0.45 0.39 -0.15
H 1.383 2.690 1.969 0.47 -0.02 0.21
H 0.437 5.023 -0.040 0.13 0.20 -0.04
H -0.408 -4.039 -3.408 -0.70 0.30 0.53
H 3.492 -2.865 -3.662 0.27 0.30 -0.02
H 3.209 0.490 -2.071 -0.36 0.36 0.16
H -0.220 3.871 0.689 0.06 -0.39 0.37
H -1.494 -0.825 -3.166 0.08 0.04 0.14
H -0.635 3.115 5.408 -0.25 0.40 -0.45
H 3.590 1.469 2.106 0.08 -0.24 0.05
H 2.955 -3.079 -1.291 0.39 0.08 0.92
H -1.684 -1.048 -1.386 0.29 0.52 -0.14
H -0.408 -2.702 -0.101 0.16 0.54 0.03
H 2.513 -1.839 -4.661 -0.41 -0.01 0.06
H 1.773 -4.378 -3.049 0.22 0.03 0.00
H -5.717 -0.608 1.799 -0.25 -0.41 0.39
H 0.914 -1.142 -0.293 -0.16 -0.27 0.88
H 3.946 -0.191 -3.399 -0.38 -0.29 -0.68
H -5.512 0.243 3.361 0.33 -0.03 0.11
H -3.504 -0.352 2.401 0.24 0.03 -0.01
H 0.902 -3.585 -0.870 0.03 -0.09 0.05
H 1.490 -4.020 -4.763 0.30 -0.25 0.11
H 3.864 2.952 2.235 0.16 0.34 0.07
H 4.189 -1.805 -1.642 0.24 -0.41 0.52
H -3.754 2.233 2.399 0.19 -0.51 -0.20
H -0.873 3.289 6.892 -0.09 0.14 0.12
H -1.061 1.338 2.479 -0.03 0.53 0.36
```
Positions in Å, forces in eV/Å.

As for the spin multiplicity: 2. The calculation puts the HOMO-LUMO gap (spin up / spin down) at 9.28 / 4.82 eV. The HOMO energy (spin up / spin down) is -12.101 / -12.101 eV. As for the total charge: +1. As for the expectation value of S²: 0.754.